1.
17
Properties=species:S:1:pos:R:3:forces:R:3:lowdin_charge:R:1 method="wB97M-V/def2-TZVPD" e_above_lowest_kj_mol=122.1 orbital_gap_ev=10.42 homo_ev=-9.496 smiles="C=C(C)[C@@](C)(N)Cl" charge=0 energy_ha=-711.40896
C 1.50252 0.02465 1.13563 -1.513 1.661 -0.161 0.056
C 0.42851 0.48070 0.38719 1.281 -1.411 1.296 -0.369
C 0.30176 1.82580 -0.29294 1.042 -0.038 2.772 -0.100
C -0.75195 -0.43218 0.04420 0.604 -1.672 1.396 -0.779
C -0.90150 -0.74729 -1.44475 -2.587 0.971 1.296 -0.096
N -0.67202 -1.72681 0.85507 -3.384 1.509 0.222 -0.010
Cl -2.30206 0.58703 0.47935 0.276 -0.768 0.174 0.551
H 1.50377 -0.92000 1.69201 -0.152 0.202 -0.767 0.048
H 2.34587 0.69987 1.44886 -0.988 -0.518 -0.753 0.074
H -0.66969 1.92066 -0.64182 -1.731 0.310 -0.684 -0.016
H 0.41183 2.66325 0.48902 0.634 -1.031 -1.688 0.125
H 0.91699 1.69735 -1.14649 1.163 1.146 -0.717 0.075
H -1.88493 -1.24596 -1.56696 0.803 -0.337 -0.036 0.086
H -0.08264 -1.24908 -1.83681 1.412 -1.217 -0.582 0.067
H -1.07118 0.16197 -1.99050 0.285 0.605 -0.256 0.064
H -1.61087 -2.28142 0.60694 2.663 1.537 0.865 0.121
H -0.78693 -1.40288 1.89209 0.191 -0.948 -2.377 0.105

---

2.
20
Properties=species:S:1:pos:R:3:forces:R:3:lowdin_charge:R:1 method="wB97M-V/def2-TZVPD" e_above_lowest_kj_mol=500.4 orbital_gap_ev="9.75 / 9.75" homo_ev="-15.585 / -15.585" smiles="CC1(C)N(O)[N+](=O)[C@@]1(C)Cl" charge=+1 energy_ha=-916.24667
C -0.68033 0.22324 -1.91172 1.958 0.377 -0.213 -0.034
C -0.37870 -0.07806 -0.40083 -1.949 2.631 0.038 -0.415
C -1.69951 0.19699 0.35355 -1.176 0.781 0.979 -0.026
N 0.29208 -1.33501 -0.15850 2.531 -1.271 0.608 -0.010
O 0.40252 -2.49895 -0.83265 -0.086 2.277 -2.223 0.179
N 1.45974 -0.83136 0.24323 0.378 -0.490 0.468 -0.138
O 2.48320 -1.38766 0.48368 -1.180 0.665 -0.451 0.240
C 0.89242 0.59332 0.36544 1.196 -0.061 -2.683 -0.593
C 0.93545 1.04981 1.76904 -1.238 2.090 1.502 -0.069
Cl 1.80657 1.66465 -0.82155 -0.641 -0.913 1.307 0.743
H -1.66528 -0.15614 -2.11375 -0.229 -0.548 -0.281 0.080
H 0.11119 -0.16394 -2.63510 -1.134 0.205 1.052 0.115
H -0.75012 1.30888 -2.12730 0.176 -0.524 0.572 0.092
H -2.49701 -0.53214 0.04481 0.811 0.606 0.414 0.107
H -2.08399 1.22572 0.02365 0.658 -1.433 0.226 0.124
H -1.68091 0.29792 1.50782 0.333 -0.655 -1.923 0.111
H 0.20261 -3.19146 -0.26050 -0.808 -2.192 1.935 0.116
H 1.90118 1.46357 2.13546 -0.429 0.029 -1.059 0.107
H 0.82205 0.22345 2.50786 -0.861 0.483 -0.649 0.114
H 0.12683 1.92716 1.82738 1.690 -2.059 0.382 0.158

---

3.
20
Properties=species:S:1:pos:R:3:forces:R:3:lowdin_charge:R:1 method="wB97M-V/def2-TZVPD" e_above_lowest_kj_mol=86.1 orbital_gap_ev=9.33 homo_ev=-8.419 smiles="CC(C)=COP(N)Cl.C#N" charge=0 energy_ha=-1182.78528
C 0.01013 1.27847 -0.15302 -0.756 -0.058 2.032 -0.083
C 0.37630 0.43484 1.08804 -0.190 -0.799 -2.819 -0.319
C 0.46799 1.16773 2.32820 0.023 1.485 1.315 -0.099
C 0.74663 -0.85310 1.09080 -1.038 1.286 1.222 -0.204
O 0.71281 -1.76358 0.09175 -0.120 -1.011 2.016 -0.377
P 0.63588 -1.49654 -1.45933 -0.524 0.392 -1.877 0.468
N 1.09719 -3.01489 -1.89602 -1.904 -1.348 -3.229 -0.234
Cl 2.47803 -0.54943 -1.50823 1.354 0.777 -0.176 0.274
H -0.09016 2.29672 0.19302 0.820 0.572 -0.290 0.073
H 0.59938 1.09499 -0.98788 2.029 0.401 -1.050 -0.028
H -0.91143 1.18071 -0.67051 -1.718 -1.021 0.384 0.062
H 0.65234 0.52134 3.17183 -0.350 -0.077 0.458 0.078
H -0.33041 1.89977 2.48135 -0.731 -0.732 0.219 0.089
H 1.25786 1.89688 2.35202 1.132 0.131 -0.383 0.081
H 0.93874 -1.25959 2.08294 0.281 -0.486 -0.488 0.122
H 0.61471 -3.43905 -2.80850 1.618 1.232 3.092 0.100
H 1.32163 -3.61445 -1.13456 0.180 -0.779 0.240 0.028
C 1.93006 -0.86069 -4.47308 -2.121 -1.708 0.287 -0.103
N 1.08364 -1.62606 -4.29647 1.028 0.903 -0.785 0.032
H 2.64076 -0.11725 -4.60026 0.988 0.841 -0.170 0.038

---

4.
20
Properties=species:S:1:pos:R:3:forces:R:3:lowdin_charge:R:1 method="wB97M-V/def2-TZVPD" e_above_lowest_kj_mol=229.2 orbital_gap_ev=9.76 homo_ev=-13.583 charge=+1 energy_ha=-875.43456
C 1.60216 -1.28363 0.61008 -0.359 -0.089 0.110 -0.072
C 0.29001 -1.23744 0.82814 0.203 -0.147 -0.045 -0.005
C 1.21162 -0.10404 -1.49308 0.103 0.011 -0.040 -0.128
C 2.21327 -0.37725 -0.41042 0.080 0.301 0.266 -0.571
C -0.43675 -0.18605 0.06967 -0.733 0.178 0.185 -0.437
N -0.02714 -0.03368 -1.26823 -0.476 0.265 -0.548 0.132
N -2.19643 -0.66951 -0.26591 1.033 -0.481 -0.161 0.200
N -0.58456 0.96672 0.76223 -0.045 0.557 0.447 -0.058
N -1.13970 2.08887 0.11959 -0.047 -0.029 -0.059 0.067
Cl 2.55176 1.24014 0.36194 0.307 -0.213 -0.168 0.661
H 2.25094 -1.95228 1.15121 0.049 -0.099 0.116 0.127
H -0.22328 -1.85719 1.54138 -0.045 -0.113 0.202 0.121
H 1.54956 0.04776 -2.50846 0.126 0.015 -0.155 0.135
H 3.17253 -0.73526 -0.78284 -0.194 0.031 -0.011 0.113
H -2.73182 -0.86747 0.57495 -0.022 0.057 -0.094 0.124
H -2.53022 0.16428 -0.74747 -0.018 -0.005 0.081 0.107
H -0.52881 0.94646 1.77386 0.116 0.025 -0.265 0.162
H -2.21844 -1.46063 -0.90625 -0.167 0.064 0.052 0.125
H -0.41518 2.75693 -0.13544 -0.020 -0.179 0.105 0.094
H -1.80951 2.55327 0.72506 0.110 -0.150 -0.018 0.102

---

5.
21
Properties=species:S:1:pos:R:3:forces:R:3:lowdin_charge:R:1 method="wB97M-V/def2-TZVPD" e_above_lowest_kj_mol=0.0 orbital_gap_ev=9.46 homo_ev=-8.739 charge=0 energy_ha=-1299.04962
C -0.55874 2.65324 -1.09399 1.595 1.375 -1.531 -0.124
O -0.84147 1.32604 -1.48362 -0.992 -1.108 0.599 -0.212
P -1.80109 0.51110 -0.42102 6.285 -2.563 -1.947 0.433
O -2.83001 1.22891 0.19811 -3.317 1.972 1.849 -0.159
O -2.08628 -0.79235 -1.22784 -1.853 1.615 0.840 -0.223
C -1.09724 -1.57089 -1.87669 1.241 1.556 1.345 -0.066
O -0.60419 -0.08752 0.61236 -0.733 0.215 -0.703 -0.156
C -0.48047 0.04634 1.96616 3.045 -0.678 0.342 -0.198
C 0.61840 -0.37509 2.67647 -2.015 0.983 -0.900 -0.676
C 1.78096 -1.10911 2.14857 0.997 -1.838 -1.911 -0.136
Cl 0.56853 0.07241 4.38779 0.205 -0.330 -0.490 0.614
H -0.48487 3.41045 -1.93740 -0.213 -1.470 0.414 0.113
H 0.39143 2.75392 -0.56470 -0.088 -0.380 0.169 0.092
H -1.35458 2.96599 -0.51715 -1.457 1.101 1.540 0.041
H -1.57623 -2.49473 -1.82523 -0.060 -1.985 -0.501 0.066
H -0.22159 -1.52998 -1.11039 -0.763 -0.339 -2.319 0.124
H -1.05846 -1.15893 -2.90880 0.956 -0.580 0.748 0.111
H -1.13216 0.68967 2.45237 -1.624 0.848 0.698 0.083
H 1.64926 -2.27087 2.15468 0.094 2.075 -0.184 0.118
H 2.76790 -0.93736 2.55150 -0.114 0.243 1.316 0.058
H 2.07148 -0.74532 1.11314 -1.189 -0.710 0.626 0.095

---

6.
22
Properties=species:S:1:pos:R:3:forces:R:3:lowdin_charge:R:1 method="wB97M-V/def2-TZVPD" orbital_gap_ev="7.54 / 7.04" homo_ev="-6.891 / -10.239" charge=0 energy_ha=-735.14463 spin_multiplicity=3
C 0.50402 0.78406 1.70055 -1.958 1.037 1.852 -0.056
C -0.70095 -1.62434 -0.11738 -1.109 -0.051 -0.185 -0.039
C -0.28542 -0.30572 -2.20661 2.224 -0.731 -2.668 -0.069
C 0.61822 1.01609 0.24080 2.293 3.892 1.910 -0.205
C -0.73935 -0.29837 -0.81862 -3.287 -2.153 -1.112 -0.356
N -2.44570 0.30482 0.51174 -2.281 1.116 1.990 0.127
N 1.67604 0.77571 -0.54627 -0.003 -1.123 0.271 -0.068
N -1.82338 0.60795 -0.53492 2.397 -2.344 -1.997 -0.346
O -2.00027 1.49930 -1.33800 -0.870 2.017 -0.528 0.024
F -3.43098 1.31686 0.67982 0.773 -0.951 -0.091 -0.053
F 2.71221 1.79717 -0.48934 0.637 0.844 0.008 -0.034
F 2.41762 -0.34771 -0.14210 -0.527 0.366 0.162 -0.001
H 0.97613 -0.12033 1.99075 0.740 -0.564 0.575 0.060
H 0.74711 1.69526 2.39030 0.565 -1.321 -1.560 0.130
H -0.57031 0.70934 2.07014 1.055 -0.298 -1.036 0.089
H 0.35149 -1.96540 -0.08022 -0.682 -0.148 0.011 0.092
H -1.18509 -1.56438 0.88995 0.684 -0.311 -0.910 0.083
H -1.36355 -2.30076 -0.80662 1.332 0.752 1.341 0.134
H 0.83371 -0.56662 -2.28689 -1.682 -0.193 0.499 0.105
H -0.80620 -1.13645 -2.85666 0.565 1.662 1.218 0.134
H -0.23247 0.66606 -2.74581 -0.858 -0.646 0.544 0.097
H 0.18431 1.98582 -0.07687 -0.006 -0.851 -0.293 0.153

---

7.
25
Properties=species:S:1:pos:R:3:forces:R:3:lowdin_charge:R:1 method="wB97M-V/def2-TZVPD" e_above_lowest_kj_mol=40.3 orbital_gap_ev=8.02 homo_ev=-8.318 charge=0 energy_ha=-1829.54098
C -0.35345 -0.25771 -1.45290 1.335 -1.182 -0.013 -0.343
C 1.18514 0.13333 -1.33804 -2.553 0.019 2.705 -0.183
C 1.04466 1.18344 -0.18213 -0.308 -3.035 1.456 -0.363
C 2.13030 1.10694 0.86828 1.271 0.618 -2.679 -0.084
C -2.18962 1.57267 0.39065 0.434 0.627 -1.301 -0.172
N -0.24375 -2.92794 -0.14535 -0.009 1.236 0.337 -0.201
N -0.81155 -0.64383 1.44234 0.778 -1.648 -1.128 -0.249
F -2.20046 -2.15051 -1.63252 2.272 0.132 0.088 -0.164
F -0.12348 -2.79698 -2.74975 -0.251 1.130 2.047 -0.110
F -0.14751 2.97111 1.89366 -0.171 -0.965 -0.749 -0.670
F -1.02057 -3.16988 2.31422 0.011 1.699 -1.548 -0.109
F 1.12467 -2.44993 1.88384 -1.356 0.909 -0.638 -0.146
P -0.58005 -2.07056 -1.39702 -3.361 -0.223 -2.313 0.660
P -0.68256 0.53615 0.29374 -0.085 0.635 -0.129 0.950
P -0.33747 -2.16368 1.28631 1.633 -0.573 1.951 0.494
H -0.79796 0.14545 -2.35925 -0.542 0.018 0.225 0.101
H 1.69492 -0.75013 -1.00812 0.828 -0.201 0.262 0.091
H 1.67331 0.60868 -2.10806 0.739 0.507 -2.339 0.088
H 0.91699 2.17159 -0.48900 -0.339 1.649 -0.696 0.100
H 2.16619 0.25658 1.46148 -0.286 -1.778 0.992 0.046
H 2.04262 1.94978 1.44646 -0.349 1.933 1.780 0.034
H 3.13453 1.19189 0.36553 -0.857 -0.179 0.176 0.111
H -1.99438 2.27615 1.17241 0.484 0.395 1.051 0.013
H -2.51946 2.20846 -0.44835 1.344 -0.184 -0.385 0.071
H -3.11103 1.06892 0.49156 -0.663 -1.538 0.849 0.034

---

8.
17
Properties=species:S:1:pos:R:3:forces:R:3:lowdin_charge:R:1 method="wB97M-V/def2-TZVPD" e_above_lowest_kj_mol=427.7 orbital_gap_ev="10.31 / 6.06" homo_ev="-9.656 / -7.183" charge=0 energy_ha=-350.96283
C -0.67041 -1.51691 0.87068 -3.849 -2.231 0.984 -0.571
C -1.03952 -2.66600 1.81631 -0.752 -1.093 -0.082 -0.039
C 1.63472 1.62075 -0.18943 1.896 0.932 -0.708 -0.163
C -0.08889 1.33646 -1.99045 -2.084 0.494 0.798 -0.113
C 0.23187 1.50298 -0.54674 -0.728 -1.415 -0.284 -0.193
N 0.36362 -0.98138 0.64617 4.062 2.268 -0.782 0.220
F -1.80038 -1.06020 0.21560 -0.582 0.023 -0.074 -0.014
H -0.43112 -3.64328 1.59782 -1.004 2.095 0.668 0.108
H -1.00162 -2.30898 2.87990 0.530 -0.538 -0.974 0.079
H -2.14555 -2.89994 1.67194 1.469 0.180 -0.091 0.082
H 1.76754 2.64423 0.16279 0.157 0.019 1.044 0.072
H 1.74772 0.82860 0.55197 0.978 0.421 0.300 0.041
H 2.48671 1.65356 -1.01175 -2.145 -0.920 1.187 0.122
H 0.82942 1.58759 -2.50710 -0.349 0.542 -0.659 0.059
H -1.05329 1.96704 -2.16455 1.826 -1.016 -0.503 0.112
H -0.29728 0.28568 -2.25998 -0.198 0.355 0.209 0.082
H -0.53356 1.64980 0.25681 0.772 -0.113 -1.034 0.115

---

9.
17
Properties=species:S:1:pos:R:3:forces:R:3:lowdin_charge:R:1 method="wB97M-V/def2-TZVPD" e_above_lowest_kj_mol=111.7 orbital_gap_ev=10.37 homo_ev=-9.458 charge=0 energy_ha=-351.08318
C -0.14051 1.64327 -0.26174 -1.567 -0.193 0.496 -0.033
C -0.01823 0.18013 0.19685 -0.291 0.582 -0.814 -0.512
C -1.31205 -0.36388 0.68476 -0.346 -0.342 1.047 -0.177
C 0.70152 -0.59842 -0.89212 -1.141 -0.475 -2.207 -0.195
C 1.23864 -0.08956 0.97384 1.040 0.616 1.170 -0.146
H -0.51266 2.32046 0.56314 0.456 -0.648 -0.864 0.101
H 0.80728 1.96004 -0.63482 0.673 0.466 -0.154 0.069
H -0.86687 1.65662 -1.11213 0.455 0.202 0.725 0.096
H -1.82458 0.30748 1.42660 0.592 -0.646 -0.431 0.140
H -1.17354 -1.38964 1.09126 -0.153 0.592 0.008 0.130
H 0.43590 -1.65916 -0.82132 0.078 -0.101 -0.118 0.120
H 0.51845 -0.25643 -1.94518 0.280 -0.311 0.781 0.130
H 2.57970 -1.08255 -0.23524 0.769 -0.679 -0.179 0.078
H 1.23835 -1.00909 1.60781 -0.192 0.626 -0.403 0.128
H 1.48515 0.79748 1.56924 0.664 -0.372 0.134 0.113
N 2.00262 -0.28071 -0.31927 -0.728 0.742 1.382 -0.002
F -2.16910 -0.47883 -0.38712 -0.588 -0.058 -0.577 -0.041

---

10.
17
Properties=species:S:1:pos:R:3:forces:R:3:lowdin_charge:R:1 method="wB97M-V/def2-TZVPD" e_above_lowest_kj_mol=239.4 orbital_gap_ev=10.14 homo_ev=-9.060 smiles=C[C@@H](N)C1(F)CC1 charge=0 energy_ha=-351.03457
C -1.34168 1.27411 -0.37652 -1.667 0.020 2.732 -0.055
C 0.08727 0.67317 -0.25539 2.435 2.641 -1.812 -0.439
N 0.89426 1.69856 0.38508 -0.936 2.146 1.908 0.016
C 0.25139 -0.61296 0.37425 -3.170 -2.213 1.478 -0.490
F -0.30072 -0.48635 1.66026 0.381 -0.583 0.154 0.002
C -0.31378 -1.77646 -0.42368 0.167 1.103 -1.549 -0.054
C 1.12080 -1.78014 0.08739 -0.439 3.815 -3.197 -0.040
H -1.75418 1.89281 0.64675 1.443 -2.343 -2.164 0.138
H -2.13187 0.45574 -0.59112 1.251 1.690 -0.055 0.099
H -1.32386 2.17300 -0.98639 -0.063 -0.581 -0.907 0.054
H 0.63932 0.59895 -1.26866 -1.445 -0.090 0.900 0.168
H 0.48817 2.00498 1.29861 -0.041 -0.400 -1.201 0.089
H 1.82119 1.48393 0.67366 0.921 -0.853 -0.445 0.058
H -1.14373 -2.34276 0.09299 1.319 0.435 -1.023 0.134
H -0.33486 -1.41242 -1.54021 -0.737 -1.401 2.188 0.140
H 1.40358 -2.43274 0.77653 1.018 -2.417 3.206 0.057
H 1.93870 -1.41141 -0.55355 -0.436 -0.969 -0.213 0.122

---

The largest force on an atom results, record by record, are as follows: 3.7 3.3 4.0 1.2 7.1 4.9 4.1 4.7 2.5 5.0 eV Å⁻¹.